# 1
DFT (wB97M-V/def2-TZVPD) results for an isolated ion of composition C5H8NO and charge +1.

Structure (XYZ):
```
15
Properties=species:S:1:pos:R:3:lowdin_charge:R:1
C -1.815 -0.471 -0.063 -0.05
C -1.943 1.611 1.093 0.03
C -0.668 -0.896 0.364 0.02
C 1.514 -0.347 -1.321 -0.01
C 1.742 -0.640 0.210 -0.06
N -2.060 0.892 0.074 0.03
O 0.441 -1.115 0.816 0.14
H -2.574 -0.931 -0.691 0.16
H -1.969 2.790 1.011 0.14
H -1.669 1.328 2.061 0.07
H 1.376 -1.331 -1.735 0.09
H 0.614 0.177 -1.333 0.04
H 2.466 0.200 -1.544 0.13
H 2.072 0.149 0.907 0.15
H 2.476 -1.413 0.152 0.12
```

The HOMO-LUMO gap comes out at 8.840 eV. The net charge is +1. As for the calculated total energy: -324.8826 hartree. The value obtained for the LUMO energy is -5.4 eV. The spin multiplicity is 1.

***

# 2
DFT (wB97M-V/def2-TZVPD) results for a 2-piece molecular cluster, C3H10NOS2 overall.

Structure (XYZ):
```
17
Properties=species:S:1:pos:R:3:lowdin_charge:R:1
C 1.503 1.293 0.817 -0.04
C -1.026 -0.302 0.270 -0.63
C 0.176 -0.742 -0.445 -0.81
N -1.494 0.950 -0.145 0.06
O 0.169 -0.533 -1.790 0.02
S -1.985 -1.936 -0.190 0.87
S 1.385 -1.736 0.087 1.06
H 0.523 1.062 1.265 0.02
H 2.216 0.596 1.438 0.08
H 1.519 0.955 -0.135 -0.05
H -1.000 -0.410 1.309 0.09
H -2.438 1.250 0.189 0.14
H 1.753 2.359 0.827 0.06
H -1.524 1.214 -1.125 0.11
H 1.012 -0.705 -2.283 0.17
H -1.842 -1.853 -1.467 -0.14
H 1.055 -1.463 1.379 -0.01
```

The HOMO-LUMO gap comes out at 8.312 eV. The net charge is +1. As for the calculated total energy: -1046.3339 hartree. The value obtained for the LUMO energy is -5.4 eV. The spin multiplicity is 1.

***

# 3
DFT (wB97M-V/def2-TZVPD) results for a 10-piece molecular cluster, C4H26BF4O9 overall.

Structure (XYZ):
```
44
Properties=species:S:1:pos:R:3:lowdin_charge:R:1
B 3.061 17.286 -2.869 -1.24
F 3.357 16.968 -4.191 0.13
F 2.020 18.221 -2.845 0.13
F 2.630 16.107 -2.208 0.10
F 4.185 17.812 -2.198 0.11
C 0.257 19.451 -0.683 -0.16
O 0.591 18.122 -0.286 -0.13
H 1.161 20.027 -0.906 0.07
H -0.436 19.490 -1.525 0.08
H -0.210 19.925 0.185 0.07
H 1.007 17.694 -1.042 0.04
C -0.583 17.897 -5.089 -0.17
O -0.716 19.248 -4.690 -0.14
H -0.592 17.790 -6.187 0.07
H 0.349 17.434 -4.754 0.06
H -1.415 17.324 -4.684 0.07
H 0.169 19.646 -4.743 0.02
C 0.706 12.998 -1.910 -0.17
O 0.730 14.244 -2.545 -0.13
H 0.736 13.061 -0.814 0.08
H -0.222 12.481 -2.164 0.08
H 1.529 12.340 -2.230 0.08
H 1.542 14.714 -2.305 0.05
C 5.580 19.159 0.334 -0.14
O 4.322 19.845 0.401 -0.12
H 5.489 18.105 0.596 0.06
H 5.965 19.189 -0.689 0.07
H 6.316 19.658 0.970 0.07
H 3.732 19.273 0.899 0.08
O 1.939 20.357 -4.824 -0.04
H 2.320 20.413 -3.938 0.03
H 2.282 19.524 -5.169 0.05
O 4.350 20.573 -2.529 -0.05
H 4.526 20.584 -1.579 0.01
H 4.245 19.620 -2.671 0.00
O 5.817 19.905 -5.304 -0.06
H 5.363 19.822 -4.457 0.00
H 6.673 20.272 -5.067 0.03
O 1.551 14.838 -5.209 -0.07
H 1.196 14.689 -4.320 -0.01
H 2.337 15.375 -5.049 0.01
O 4.591 15.833 0.200 -0.06
H 4.361 16.496 -0.465 0.00
H 4.868 15.073 -0.319 0.04
```

The HOMO-LUMO gap comes out at 9.597 eV. The net charge is -1. As for the calculated total energy: -1269.7790 hartree. The value obtained for the LUMO energy is 2.8 eV. The spin multiplicity is 1.

***

# 4
DFT (wB97M-V/def2-TZVPD) results for one molecule with the formula C15H17N3O5.

Structure (XYZ):
```
40
Properties=species:S:1:pos:R:3:lowdin_charge:R:1
N -0.630 -2.157 -0.245 0.06
C -0.140 -0.769 -0.139 -0.29
C -0.824 0.153 0.941 -0.08
C -2.173 0.671 0.503 -0.20
C -2.397 1.986 0.227 -0.04
N -3.742 2.167 -0.153 0.07
C -4.339 0.934 -0.119 -0.22
C -5.683 0.580 -0.371 -0.03
C -6.090 -0.743 -0.232 -0.11
C -5.164 -1.737 0.099 -0.09
C -3.791 -1.394 0.305 -0.01
C -3.378 -0.049 0.221 -0.13
C 1.367 -0.828 0.138 -0.44
O 1.921 -1.738 0.730 0.08
N 2.068 0.229 -0.370 0.12
C 3.476 0.417 0.009 -0.21
C 4.393 -0.516 -0.781 -0.02
C 5.672 -1.129 -0.126 -0.51
O 5.929 -2.275 -0.398 0.11
O 6.452 -0.390 0.648 0.15
C 3.831 1.895 -0.093 -0.43
O 3.008 2.762 -0.310 0.12
O 5.090 2.160 0.315 0.12
H 0.077 -2.735 0.261 0.08
H -0.535 -2.470 -1.212 0.08
H -0.281 -0.243 -1.088 0.14
H -0.147 1.028 1.136 0.12
H -0.939 -0.424 1.901 0.14
H -1.812 2.894 0.110 0.12
H -4.170 3.075 -0.231 0.15
H -6.388 1.359 -0.665 0.10
H -7.117 -1.029 -0.438 0.10
H -5.456 -2.792 0.159 0.10
H -3.094 -2.195 0.531 0.09
H 1.597 1.063 -0.606 0.11
H 3.545 0.095 1.065 0.17
H 4.744 0.016 -1.690 0.14
H 3.818 -1.419 -1.070 0.13
H 6.051 0.448 0.839 0.07
H 5.250 3.097 0.200 0.14
```

The HOMO-LUMO gap comes out at 7.957 eV. As for the calculated total energy: -1122.3190 hartree. The value obtained for the LUMO energy is 0.1 eV. The spin multiplicity is 1.

***

# 5
DFT (wB97M-V/def2-TZVPD) results for one molecule with the formula CH4F3NO2SSi.

Structure (XYZ):
```
13
Properties=species:S:1:pos:R:3:lowdin_charge:R:1
N -2.358 -0.128 0.660 -0.13
S -0.854 -0.996 0.739 0.49
O -0.348 -0.758 2.102 -0.39
O -1.007 -2.328 0.253 -0.34
Si 0.150 0.613 -0.546 0.84
C 2.018 0.230 -0.977 -0.74
F 2.236 -0.966 -1.559 0.08
F 2.439 1.117 -1.925 0.06
F 2.757 0.248 0.126 0.10
H -2.993 -0.453 1.367 0.06
H -2.110 0.813 0.939 0.02
H 0.486 1.469 0.586 -0.01
H -0.416 1.140 -1.765 -0.03
```

The HOMO-LUMO gap comes out at 10.946 eV. As for the calculated total energy: -1232.9683 hartree. The value obtained for the LUMO energy is 0.0 eV. The spin multiplicity is 1.

***

# 6
DFT (wB97M-V/def2-TZVPD) results for C23H23FeP2 as an isolated structure.

Structure (XYZ):
```
49
Properties=species:S:1:pos:R:3:mulliken_spin:R:1
C -1.369 2.968 -2.523 0.48
C -2.560 3.004 -3.250 -0.17
C -3.661 2.152 -3.035 0.37
C -3.692 1.172 -2.021 -0.08
C -2.597 0.964 -1.192 0.50
Fe -0.745 1.530 -1.357 3.71
P 1.284 2.670 -0.912 0.04
H -0.597 3.688 -2.853 0.01
H -2.668 3.776 -4.027 0.00
H -4.560 2.302 -3.648 0.03
H -2.742 0.322 -0.296 0.02
H -4.643 0.652 -1.836 0.01
H 1.550 2.999 0.450 0.01
H 1.431 3.990 -1.434 0.00
H 2.625 2.261 -1.204 0.01
C -1.183 -4.539 1.616 0.02
C -2.021 -3.452 1.872 0.00
C -1.673 -2.175 1.419 0.02
C -0.479 -1.971 0.707 0.01
C 0.361 -3.077 0.459 0.02
C 0.007 -4.351 0.914 0.00
P -0.127 -0.311 0.052 -0.03
C 0.055 0.474 1.672 0.00
C -0.604 1.677 1.958 0.01
C -0.460 2.274 3.217 0.01
C 0.336 1.671 4.196 0.01
C 0.993 0.471 3.919 0.00
C 0.855 -0.124 2.665 0.00
C 1.405 -0.586 -0.860 -0.10
C 2.665 -0.407 -0.264 0.02
C 3.829 -0.596 -1.013 0.00
C 3.745 -0.959 -2.360 0.01
C 2.495 -1.136 -2.959 0.01
C 1.329 -0.952 -2.212 0.06
H -1.459 -5.529 1.957 0.00
H -2.948 -3.601 2.410 0.00
H -2.344 -1.347 1.609 0.00
H 1.281 -2.983 -0.096 0.00
H 0.653 -5.195 0.708 0.00
H -1.225 2.153 1.211 -0.01
H -0.967 3.204 3.437 0.00
H 0.447 2.131 5.169 0.00
H 1.610 0.000 4.674 0.00
H 1.371 -1.057 2.473 0.00
H 2.755 -0.112 0.770 0.00
H 4.798 -0.452 -0.552 0.00
H 4.648 -1.097 -2.940 0.00
H 2.431 -1.412 -4.003 0.00
H 0.365 -1.083 -2.689 0.02
```

The HOMO-LUMO gap (alpha / beta) comes out at 5.589 / 7.177 eV. As for the calculated total energy: -2836.4101 hartree. The value obtained for the LUMO energy (alpha / beta) is 0.4 / -0.4 eV. The spin multiplicity is 6.

***

# 7
DFT (wB97M-V/def2-TZVPD) results for C3H8N4O as an isolated structure.

Structure (XYZ):
```
16
Properties=species:S:1:pos:R:3:lowdin_charge:R:1
C 0.979 1.578 1.226 -0.07
N 1.199 0.284 0.598 -0.04
C -0.030 -0.679 -0.501 -0.44
C 0.472 -0.899 0.984 -0.29
N -1.735 -0.413 -1.964 -0.03
O 0.671 -1.323 -1.463 0.05
N -1.179 -0.130 -0.664 -0.01
N -0.007 -1.045 2.134 0.16
H 0.040 -1.421 -2.204 0.10
H 1.919 0.220 -0.111 0.13
H -2.735 -0.542 -1.832 0.07
H -1.611 0.419 -2.535 0.07
H -0.753 -1.736 2.154 0.06
H 1.088 1.461 2.305 0.08
H 1.716 2.295 0.864 0.08
H -0.034 1.930 1.009 0.08
```

The HOMO-LUMO gap comes out at 8.920 eV. As for the calculated total energy: -413.2443 hartree. The value obtained for the LUMO energy is 0.8 eV. The spin multiplicity is 1.

***

# 8
DFT (wB97M-V/def2-TZVPD) results for a 2-piece molecular cluster, C16H38FNO5PS overall.

Structure (XYZ):
```
63
Properties=species:S:1:pos:R:3:lowdin_charge:R:1
C -2.179 6.546 1.159 -0.12
C -3.266 6.310 -0.057 -0.24
O -4.615 5.886 0.446 -0.24
C -4.478 4.571 1.155 -0.20
C -5.927 3.799 1.306 -0.18
C -5.849 2.167 1.183 -0.24
C -4.955 1.420 2.335 -0.26
C -4.446 -0.010 1.699 -0.41
P -2.616 -0.436 2.109 0.32
C -0.864 -1.109 2.462 -0.36
C -0.219 -2.023 1.251 -0.28
O -0.508 -3.465 1.355 -0.13
C 0.213 -4.046 0.174 -0.15
O -0.301 -4.988 -0.623 -0.06
S -1.851 1.319 1.112 0.72
O -1.658 2.542 2.064 -0.45
O -0.435 1.088 0.452 -0.45
F -2.919 1.638 -0.213 -0.33
H -1.224 5.870 1.020 0.08
H -1.820 7.684 1.143 0.07
H -2.611 6.359 2.234 0.08
H -3.370 7.366 -0.603 0.12
H -2.874 5.511 -0.851 0.13
H -3.698 3.961 0.531 0.11
H -4.031 4.690 2.236 0.12
H -6.584 4.170 0.381 0.11
H -6.528 4.178 2.265 0.12
H -6.969 1.759 1.249 0.11
H -5.500 1.897 0.074 0.11
H -4.112 2.072 2.817 0.08
H -5.708 1.153 3.222 0.11
H -4.668 -0.078 0.528 0.08
H -5.134 -0.858 2.180 0.08
H -2.608 -1.230 0.875 0.01
H -3.136 -1.569 2.887 -0.02
H -2.641 0.364 3.342 0.01
H -0.970 -1.845 3.396 0.10
H -0.075 -0.293 2.749 0.08
H 0.965 -1.877 1.213 0.12
H -0.593 -1.675 0.172 0.12
H 1.283 -3.603 -0.103 0.15
C 3.486 -4.557 -2.423 -0.09
C 4.059 -3.155 -2.245 -0.27
N 5.367 -3.123 -1.584 -0.19
C 5.778 -1.773 -1.181 -0.25
C 6.031 -0.753 -2.286 -0.09
C 6.421 -3.937 -2.191 -0.25
C 6.790 -3.651 -3.642 -0.09
H 3.416 -5.082 -1.464 0.08
H 2.477 -4.495 -2.845 0.08
H 4.086 -5.162 -3.110 0.06
H 3.341 -2.594 -1.634 0.11
H 4.090 -2.660 -3.225 0.10
H 6.674 -1.839 -0.551 0.11
H 5.003 -1.368 -0.518 0.11
H 6.981 -0.935 -2.792 0.05
H 6.092 0.251 -1.852 0.07
H 5.232 -0.735 -3.032 0.07
H 6.127 -4.991 -2.117 0.10
H 7.330 -3.875 -1.578 0.11
H 5.914 -3.504 -4.278 0.07
H 7.350 -4.499 -4.052 0.07
H 7.436 -2.775 -3.729 0.05
```

The HOMO-LUMO gap comes out at 7.636 eV. The net charge is -1. As for the calculated total energy: -1902.4778 hartree. The value obtained for the LUMO energy is 2.5 eV. The spin multiplicity is 1.